# 1
Formula: C4H6S2
Source: the OMol25 dataset
Level of theory: ωB97M-V/def2-TZVPD

Element x y z (Å)
C -0.113 -0.521 0.512
C -0.469 0.942 0.246
C 0.730 0.765 -0.884
C 1.059 -0.482 -0.283
H -2.141 -1.825 0.942
H -0.109 -0.971 1.606
H -0.086 1.412 1.170
H -1.496 1.193 -0.133
H 1.466 1.349 -0.697
H 0.075 0.878 -1.838
S -1.343 -1.505 -0.508
S 2.427 -1.237 -0.133

LUMO	-0.52	eV
E	-952.2349	a.u.
HOMO-LUMO gap	8.2262	eV
relative energy (zero: lowest compared OMol25 entry of this formula, charge and spin)	3.6598	eV
SMILES string	S=C1CC[C@H]1S
net charge	0

Just the natural (NBO) charges please, in e? Sure, here they are: -0.362 -0.412 -0.464 -0.142 0.169 0.249 0.211 0.234 0.225 0.257 -0.068 0.102


# 2
Formula: C33H65FN2O21S7
Source: the OMol25 dataset
Level of theory: ωB97M-V/def2-TZVPD

Element x y z (Å)
C 8.022 12.977 -0.042
N 7.280 12.257 -1.060
O 6.459 12.859 -1.630
O 7.876 11.277 -1.492
H 7.498 13.931 0.020
H 9.049 13.110 -0.381
H 8.112 12.351 0.846
C 6.458 12.425 5.538
N 6.618 13.501 4.497
O 6.495 14.652 4.972
O 6.616 13.266 3.273
H 7.209 11.645 5.412
H 5.508 12.026 5.183
H 6.491 12.858 6.538
C 5.541 10.608 -4.220
C 5.848 10.019 -5.624
C 4.836 10.201 -6.662
S 3.481 11.018 -5.781
O 2.272 10.317 -6.156
O 3.580 12.503 -5.788
C 4.024 10.389 -4.140
H 5.973 11.609 -4.204
H 6.217 10.188 -3.475
H 6.039 8.947 -5.576
H 6.796 10.502 -5.861
H 4.352 9.267 -6.947
H 4.841 10.596 -7.678
H 3.824 9.325 -4.267
H 3.336 10.703 -3.355
C 12.992 15.597 1.749
C 13.675 14.452 2.642
C 12.793 13.136 2.767
S 11.079 13.606 2.230
O 10.076 13.397 3.288
O 10.884 12.853 1.065
C 11.474 15.392 1.830
H 13.342 15.492 0.722
H 13.389 16.507 2.199
H 13.891 14.926 3.599
H 14.600 14.044 2.233
H 12.862 12.847 3.816
H 13.150 12.398 2.049
H 10.997 16.000 2.599
H 11.011 15.580 0.861
C 7.634 18.885 -1.081
C 8.416 17.711 -0.607
C 9.497 17.525 -1.600
S 10.172 19.157 -2.054
O 10.639 19.037 -3.450
O 11.148 19.358 -0.950
C 8.551 19.979 -1.801
H 7.140 19.395 -0.254
H 6.854 18.616 -1.793
H 7.774 16.867 -0.356
H 8.892 17.721 0.374
H 8.902 17.106 -2.411
H 10.377 16.885 -1.522
H 8.093 20.054 -2.788
H 8.743 20.942 -1.328
C 5.329 8.321 2.211
C 5.168 9.756 1.636
C 5.061 9.682 0.038
S 4.544 7.893 -0.359
O 5.161 7.599 -1.639
O 3.155 7.549 -0.041
C 5.597 7.299 1.040
H 4.296 8.105 2.485
H 5.923 8.223 3.120
H 5.989 10.333 2.061
H 4.254 10.200 2.031
H 5.975 9.782 -0.548
H 4.410 10.379 -0.490
H 6.645 7.295 0.740
H 5.573 6.219 1.187
C 13.105 12.301 -0.956
C 13.946 12.218 -2.159
C 14.176 10.735 -2.420
S 12.584 9.833 -2.005
O 12.795 8.738 -1.073
O 11.825 9.714 -3.184
C 11.978 11.243 -1.002
H 12.783 13.276 -0.591
H 13.759 12.097 -0.108
H 14.927 12.688 -2.220
H 13.467 12.714 -3.003
H 14.929 10.399 -1.707
H 14.701 10.506 -3.347
H 11.666 10.838 -0.039
H 11.064 11.603 -1.476
C 4.318 13.382 1.186
C 3.626 14.169 0.012
C 3.488 15.632 0.544
S 2.831 15.503 2.215
O 1.419 15.239 2.332
O 3.530 16.516 3.024
C 3.598 13.874 2.541
H 5.397 13.438 1.042
H 4.149 12.311 1.073
H 2.658 13.761 -0.278
H 4.164 14.170 -0.936
H 3.028 16.428 -0.041
H 4.490 16.029 0.705
H 2.677 13.355 2.806
H 4.337 14.046 3.324
C 12.164 13.789 -5.478
C 11.468 15.053 -5.715
C 10.473 15.427 -4.580
S 9.882 13.856 -3.926
O 8.590 13.627 -4.521
O 10.168 13.965 -2.513
C 11.129 12.853 -4.860
H 12.939 13.909 -4.722
H 12.794 13.514 -6.324
H 10.987 15.221 -6.679
H 12.222 15.838 -5.666
H 9.777 16.264 -4.524
H 11.167 15.735 -3.797
H 10.542 12.554 -5.729
H 11.407 11.998 -4.244
C 5.855 15.430 -3.953
C 4.956 15.717 -5.106
O 5.725 16.493 -5.980
C 6.755 16.996 -5.363
O 7.627 17.629 -5.883
O 6.808 16.482 -4.103
F 3.930 16.388 -4.615
H 6.375 14.473 -3.964
H 5.328 15.499 -3.001
H 4.655 14.834 -5.669

LUMO	-0.46	eV
E	-5872.6552	a.u.
HOMO-LUMO gap	9.5692	eV
SMILES string	O=C1OC[C@@H](F)O1.C[N+](=O)[O-].C[N+](=O)[O-].O=S1(=O)CCCC1.O=S1(=O)CCCC1.O=S1(=O)CCCC1.O=S1(=O)CCCC1.O=S1(=O)CCCC1.O=S1(=O)CCCC1.O=S1(=O)CCCC1
net charge	0

Löwdin population analysis, charges in e, atoms 1 to 99: 0.028 -0.451 0.089 0.054 0.101 0.066 0.104 0.059 -0.389 0.052 0.011 0.097 0.099 0.101 -0.202 -0.243 -0.238 0.722 -0.342 -0.353 -0.196 0.092 0.102 0.123 0.118 0.100 0.115 0.103 0.104 -0.180 -0.180 -0.181 0.691 -0.341 -0.333 -0.187 0.101 0.110 0.100 0.100 0.098 0.076 0.103 0.087 -0.184 -0.261 -0.261 0.740 -0.347 -0.355 -0.166 0.116 0.110 0.113 0.114 0.088 0.098 0.097 0.099 -0.199 -0.193 -0.174 0.713 -0.348 -0.330 -0.214 0.096 0.109 0.095 0.095 0.064 0.082 0.094 0.099 -0.232 -0.238 -0.197 0.691 -0.330 -0.311 -0.202 0.101 0.105 0.125 0.088 0.097 0.104 0.091 0.080 -0.166 -0.190 -0.225 0.689 -0.324 -0.351 -0.171 0.073 0.072 0.112


# 3
Formula: H3NO2S2
Source: the OMol25 dataset
Level of theory: ωB97M-V/def2-TZVPD

Element x y z (Å)
N 0.572 1.083 0.330
O -0.699 -0.760 1.515
O -1.889 0.054 -0.539
S -1.617 -1.487 -1.246
S -0.924 0.474 0.825
H 1.445 0.829 -0.278
H 0.527 2.083 0.548
H -0.832 -1.846 -0.228

LUMO	0.35	eV
E	-1003.3319	a.u.
HOMO-LUMO gap	9.4408	eV
relative energy (zero: lowest compared OMol25 entry of this formula, charge and spin)	0.3950	eV
net charge	0

Just the natural (NBO) charges please, in e? Sure, here they are: -1.116 -0.932 -0.852 0.264 1.685 0.432 0.397 0.122


# 4
Formula: C2H11NO2S2
Source: the OMol25 dataset
Level of theory: ωB97M-V/def2-TZVPD

Element x y z (Å)
N 2.061 0.727 0.643
C 1.581 -0.497 -0.001
C 0.355 -1.066 0.665
S -0.273 -2.476 -0.354
S -1.998 -3.041 0.593
H 3.052 0.792 0.461
H 1.589 1.540 0.252
H 2.368 -1.251 0.042
H 1.395 -0.272 -1.058
H -0.460 -0.333 0.615
H 0.476 -1.306 1.723
H -2.546 -3.438 -0.580
H -0.220 3.968 0.281
H -0.918 2.649 0.285
O -0.065 3.049 0.470
H -2.152 -0.376 -0.945
H -2.482 0.988 -1.607
O -1.764 0.344 -1.485

LUMO (spin up / spin down)	-4.88 / -8.11	eV
E	-1084.0876	a.u.
HOMO-LUMO gap (spin up / spin down)	7.9787 / 4.7493	eV
multiplicity	2
relative energy (zero: lowest compared OMol25 entry of this formula, charge and spin)	0.0000	eV
net charge	+1

Just the natural (NBO) charges please, in e? Sure, here they are: -0.821 -0.257 -0.530 0.539 0.158 0.379 0.397 0.207 0.200 0.261 0.273 0.187 0.482 0.466 -0.944 0.453 0.492 -0.942


# 5
Formula: H20O10
Source: the OMol25 dataset
Level of theory: ωB97M-V/def2-TZVPD

Element x y z (Å)
O -3.471 0.251 2.516
H -3.163 0.972 3.065
H -2.797 0.157 1.843
O -1.018 2.129 2.031
H -1.448 1.938 2.864
H -0.553 1.322 1.810
O 2.638 0.286 2.518
H 3.570 0.425 2.686
H 2.615 -0.283 1.749
O 3.440 1.532 -0.175
H 3.299 0.604 0.010
H 3.606 1.926 0.681
O 0.754 -2.321 -1.889
H 0.150 -3.028 -1.661
H 1.564 -2.540 -1.428
O 1.697 1.800 -2.285
H 1.784 1.932 -1.341
H 2.563 2.008 -2.637
O -3.104 -0.257 -0.278
H -4.012 0.030 -0.182
H -2.938 -0.216 -1.219
O 0.013 -0.100 -3.903
H 0.511 0.695 -3.714
H 0.297 -0.726 -3.236
O -2.074 -2.210 1.054
H -1.946 -2.879 0.382
H -2.662 -1.572 0.648
O 0.377 -0.395 0.309
H 0.826 -0.750 -0.458
H -0.517 -0.728 0.239

LUMO	-0.21	eV
E	-764.3712	a.u.
HOMO-LUMO gap	10.4465	eV
relative energy (zero: lowest compared OMol25 entry of this formula, charge and spin)	3.0141	eV
SMILES string	O.O.O.O.O.O.O.O.O.O
net charge	0

Just the natural (NBO) charges please, in e? Sure, here they are: -0.938 0.459 0.477 -0.935 0.451 0.485 -0.921 0.460 0.463 -0.943 0.463 0.483 -0.951 0.482 0.478 -0.974 0.499 0.473 -0.961 0.498 0.497 -0.970 0.489 0.475 -0.966 0.454 0.485 -0.978 0.476 0.489


# 6
Formula: C7H11CoN2O6S
Source: the OMol25 dataset
Level of theory: ωB97M-V/def2-TZVPD

Element x y z (Å)
Co 0.169 -0.510 -0.481
O -0.952 3.441 -0.874
C -0.322 2.365 -0.477
O -0.452 1.281 -1.052
C 0.605 2.591 0.705
O 1.088 1.376 1.236
C 0.664 1.012 2.562
C 0.133 -0.405 2.467
O 0.570 -1.404 3.025
O -0.724 -0.469 1.416
H -1.509 3.287 -1.659
H 0.100 3.212 1.450
H 1.466 3.162 0.334
H -0.102 1.700 2.928
H 1.531 1.018 3.229
S -0.596 -3.115 1.462
C -0.965 -1.632 0.731
C 4.320 -0.593 -2.068
N 4.173 -1.104 -0.721
C 2.989 -1.324 -0.148
N 2.956 -1.797 1.104
O 1.930 -1.088 -0.794
H 5.337 -0.777 -2.406
H 4.114 0.479 -2.102
H 3.621 -1.100 -2.731
H 5.016 -1.231 -0.185
H 3.791 -2.027 1.614
H 2.080 -2.013 1.561

LUMO (spin up / spin down)	-2.84 / -4.61	eV
E	-2614.9196	a.u.
HOMO-LUMO gap (spin up / spin down)	6.4848 / 7.7135	eV
multiplicity	6
relative energy (zero: lowest compared OMol25 entry of this formula, charge and spin)	0.7342	eV
net charge	+1

Just the natural (NBO) charges please, in e? Sure, here they are: 1.459 -0.616 0.831 -0.708 -0.179 -0.544 -0.161 0.734 -0.555 -0.562 0.529 0.233 0.245 0.217 0.231 0.255 -0.523 -0.415 -0.578 0.813 -0.800 -0.824 0.228 0.202 0.227 0.410 0.411 0.439


The highest E belongs to which entry? H20O10


Which formula does entry 3 have? H3NO2S2


Copy entry 5 word for word.
Formula: H20O10
Source: the OMol25 dataset
Level of theory: ωB97M-V/def2-TZVPD

Element x y z (Å)
O -3.471 0.251 2.516
H -3.163 0.972 3.065
H -2.797 0.157 1.843
O -1.018 2.129 2.031
H -1.448 1.938 2.864
H -0.553 1.322 1.810
O 2.638 0.286 2.518
H 3.570 0.425 2.686
H 2.615 -0.283 1.749
O 3.440 1.532 -0.175
H 3.299 0.604 0.010
H 3.606 1.926 0.681
O 0.754 -2.321 -1.889
H 0.150 -3.028 -1.661
H 1.564 -2.540 -1.428
O 1.697 1.800 -2.285
H 1.784 1.932 -1.341
H 2.563 2.008 -2.637
O -3.104 -0.257 -0.278
H -4.012 0.030 -0.182
H -2.938 -0.216 -1.219
O 0.013 -0.100 -3.903
H 0.511 0.695 -3.714
H 0.297 -0.726 -3.236
O -2.074 -2.210 1.054
H -1.946 -2.879 0.382
H -2.662 -1.572 0.648
O 0.377 -0.395 0.309
H 0.826 -0.750 -0.458
H -0.517 -0.728 0.239

LUMO	-0.21	eV
E	-764.3712	a.u.
HOMO-LUMO gap	10.4465	eV
relative energy (zero: lowest compared OMol25 entry of this formula, charge and spin)	3.0141	eV
SMILES string	O.O.O.O.O.O.O.O.O.O
net charge	0

Just the natural (NBO) charges please, in e? Sure, here they are: -0.938 0.459 0.477 -0.935 0.451 0.485 -0.921 0.460 0.463 -0.943 0.463 0.483 -0.951 0.482 0.478 -0.974 0.499 0.473 -0.961 0.498 0.497 -0.970 0.489 0.475 -0.966 0.454 0.485 -0.978 0.476 0.489


Which value of net charge does entry 1 give? 0